Record 1
Computed, not measured: C19H40OsP2 as an isolated structure at a distorted geometry, with ωB97M-V with the def2-TZVPD basis set.

Calculated values
* net charge: +2
* energy relative to the best compared isomer or geometry (same formula, charge and spin): 0.000 eV
* M: 520.7 g mol⁻¹
* 2S+1: 5
* HOMO energy (alpha / beta): -13.4 / -13.7 eV
* orbital gap (alpha / beta): 8.07 / 6.55 eV

Last column: Löwdin spin population.
Cartesian coordinates (Å):
P1 -2.5134 1.1819 -1.4806  0.002
P2 -2.0225 -1.1894 1.6333  0.009
C1 -3.5592 -0.0403 -0.6190  0.001
C2 -3.4282 -0.2513 0.9131  0.001
H1 -3.5150 -1.0027 -1.1586  0.000
H2 -4.5836 0.3351 -0.7991  0.000
H3 -3.5224 0.7081 1.4502  0.000
H4 -4.3055 -0.8462 1.2296  0.000
C3 -2.3820 -2.9344 1.3096  0.004
H5 -1.5256 -3.5628 1.6049  0.001
H6 -2.6209 -3.1297 0.2520  0.000
H7 -3.2545 -3.2087 1.9247  0.000
C4 -2.3911 -1.0244 3.4082  0.004
H8 -3.3083 -1.5977 3.6280  0.001
H9 -2.5383 0.0357 3.6643  0.000
H10 -1.5535 -1.4334 3.9943  0.000
C5 -3.1962 1.1049 -3.1705  0.001
H11 -2.5720 1.7149 -3.8422  0.000
H12 -4.2217 1.4990 -3.1637  0.000
H13 -3.1966 0.0621 -3.5284  0.000
C6 -2.9702 2.8396 -0.9273  0.001
H14 -2.9760 2.9372 0.1685  0.000
H15 -3.9816 3.0509 -1.3034  0.000
H16 -2.2781 3.5855 -1.3453  0.000
Os1 1.8283 0.4692 -0.2948  2.816
C7 -0.2997 -0.9879 1.6524  0.038
C8 0.2299 -1.4770 0.2921  0.275
C9 -0.5896 -1.4346 -0.9765  0.028
C10 -0.2348 -0.3713 -2.0373  0.066
C11 -0.8282 1.0409 -1.8116  0.014
C12 -0.0919 1.6550 -0.5704  0.060
C13 -0.6201 1.4736 0.8410  0.011
C14 0.1421 0.5078 1.7623  0.090
C15 2.8081 1.4739 -1.6270  0.157
H17 0.1154 -1.5686 2.4935  0.001
H18 0.9108 -2.3340 0.3706  0.009
H19 -1.6722 -1.4108 -0.7828  0.003
H20 -0.4543 -2.4234 -1.4502  0.003
H21 0.8880 -0.2687 -2.0808  0.020
H22 -0.5563 -0.7481 -3.0200  0.004
H23 -0.6304 1.6727 -2.6965  0.001
H24 0.2489 2.6863 -0.7680  0.015
H25 -1.6895 1.2293 0.8369  0.001
H26 -0.6234 2.4758 1.3024  0.000
H27 1.2686 0.5976 1.5526  0.034
H28 0.0299 0.8682 2.7960  0.008
H29 3.4697 2.1282 -1.0472  0.039
H30 2.1150 2.0904 -2.2070  0.029
H31 3.4251 0.8550 -2.2884  0.025
C16 4.9886 0.6699 1.2240  0.014
C17 4.7559 -0.2952 0.0709  0.043
C18 5.7698 -1.4419 0.0958  0.009
C19 3.3011 -0.8284 0.1139  0.104
H32 4.8891 0.1503 2.1827  0.000
H33 4.2666 1.4946 1.1968  0.009
H34 5.9981 1.0997 1.1710  0.001
H35 4.8853 0.2391 -0.8788  0.000
H36 5.6936 -2.0118 1.0294  0.000
H37 5.5983 -2.1222 -0.7439  0.001
H38 6.7890 -1.0576 0.0134  0.003
H39 3.1808 -1.6187 -0.6428  0.030
H40 3.1108 -1.3113 1.0833  0.016


Record 2
Computed, not measured: C19H41BN6Si4V as an isolated structure at a distorted geometry, with ωB97M-V with the def2-TZVPD basis set.

Calculated values
* net charge: +2
* energy relative to the best compared isomer or geometry (same formula, charge and spin): 1.436 eV
* M: 527.7 g mol⁻¹
* 2S+1: 2
* HOMO energy (alpha / beta): -14.6 / -14.7 eV
* orbital gap (alpha / beta): 5.30 / 5.68 eV

Last column: Löwdin spin population.
Cartesian coordinates (Å):
H1 1.0222 -1.3181 -2.7078  0.000
N1 0.2805 0.6340 -2.4942  0.001
B1 -0.5630 2.9645 -2.9035  0.001
N2 -0.3708 1.4991 -3.3429  0.002
C1 -0.6076 0.8959 -4.5253  -0.001
V1 0.7636 1.4202 -0.4779  1.066
H2 -1.1418 1.4389 -5.2962  0.000
C2 -0.0644 -0.3921 -4.4684  -0.001
H3 -0.0689 -1.1476 -5.2313  0.000
C3 0.4884 -0.5129 -3.1774  0.001
H4 -1.0225 3.6436 -3.7699  0.000
C4 1.2961 2.2373 1.1576  -0.032
H5 1.7305 1.3891 1.7147  0.002
H6 0.4398 2.6714 1.6271  0.000
H7 2.1112 2.9501 1.0113  -0.001
N3 0.8352 3.4620 -2.5012  0.007
N4 -1.4432 3.0351 -1.6470  0.005
N5 1.6099 2.7431 -1.5621  0.005
N6 -1.0725 2.3488 -0.4929  -0.007
C5 1.5718 4.4400 -3.0473  0.004
C6 -2.6308 3.6419 -1.4616  0.000
H8 1.2136 5.0440 -3.8823  0.000
H9 -3.1494 4.1372 -2.2707  0.000
C7 2.7979 4.4738 -2.3906  0.000
C8 -3.0018 3.4584 -0.1375  -0.002
C9 2.7725 3.4605 -1.4275  0.005
C10 -1.9966 2.6833 0.4479  0.002
H10 3.6330 5.1294 -2.5851  0.000
H11 -3.8933 3.8312 0.3384  0.000
H12 3.5042 3.2243 -0.6741  0.000
H13 -1.9293 2.4115 1.4868  0.000
H14 1.3968 -0.0833 -0.8964  0.005
C11 -3.2491 -0.9336 0.7661  -0.008
Si1 -1.7791 -1.9037 0.0726  -0.011
C12 -1.8738 -3.6962 0.7033  0.000
C13 -2.0890 -2.0897 -1.7814  0.000
Si2 0.2525 -0.7581 0.5679  0.003
Si3 -0.2012 -0.6898 2.9964  -0.003
C14 -1.1820 -2.1479 3.7237  0.000
C15 1.4339 -0.6611 3.9551  0.002
C16 -1.1752 0.8586 3.4736  -0.003
Si4 1.8935 -2.4077 0.5962  -0.024
C17 1.5791 -3.8108 1.8121  -0.001
C18 2.0324 -3.1442 -1.1295  -0.005
C19 3.4897 -1.5162 1.0611  -0.007
H15 -4.1642 -1.3728 0.3375  -0.001
H16 -3.2172 0.1228 0.4673  0.000
H17 -3.3356 -0.9805 1.8590  0.000
H18 -2.7867 -4.1348 0.2701  0.000
H19 -1.0288 -4.3047 0.3581  0.000
H20 -1.9497 -3.7896 1.7920  0.000
H21 -2.3267 -1.1277 -2.2522  0.000
H22 -1.2398 -2.5330 -2.3161  0.000
H23 -2.9568 -2.7547 -1.9190  0.000
H24 -0.6893 -3.1161 3.5724  0.000
H25 -1.2595 -1.9874 4.8113  0.000
H26 -2.2053 -2.2187 3.3346  0.000
H27 2.0160 0.2436 3.7408  0.000
H28 1.1890 -0.6490 5.0291  0.000
H29 2.0738 -1.5332 3.7724  0.000
H30 -0.6732 1.7804 3.1588  0.000
H31 -2.1875 0.8629 3.0486  0.000
H32 -1.2729 0.8943 4.5703  -0.001
H33 0.6697 -4.3754 1.5772  0.000
H34 2.4402 -4.4886 1.7081  0.000
H35 1.5299 -3.4821 2.8569  0.000
H36 2.5132 -2.4418 -1.8219  0.000
H37 2.6571 -4.0464 -1.0544  -0.001
H38 1.0600 -3.4337 -1.5495  0.000
H39 3.6568 -0.6318 0.4333  0.000
H40 3.5247 -1.2045 2.1119  0.000
H41 4.3199 -2.2111 0.8733  -0.001


Record 3
Computed, not measured: C19H41N4SiV as an isolated structure at a distorted geometry, with ωB97M-V with the def2-TZVPD basis set.

Calculated values
* M: 404.6 g mol⁻¹
* 2S+1: 1
* HOMO energy (alpha / beta): -7.5 / -7.5 eV
* orbital gap (alpha / beta): 7.01 / 6.72 eV

Last column: Löwdin charge in e.
Cartesian coordinates (Å):
V1 0.0060 0.2508 -0.2442  0.947
N1 -1.1449 1.7039 -0.2963  -0.311
N2 1.6018 1.2290 0.2425  -0.281
N3 -0.9468 -1.1274 -1.2132  -0.086
N4 1.0236 -0.3719 -1.8144  -0.116
H1 -0.2200 3.4921 -0.9788  0.061
C1 -0.8087 3.1144 -0.1362  -0.128
H2 -0.2354 3.2642 0.7868  0.084
H3 -1.7367 3.6962 -0.0632  0.081
H4 -3.1802 2.2087 -0.3152  0.084
C2 -2.5247 1.3939 0.0156  -0.148
H5 -2.6394 1.2535 1.1009  0.084
H6 -2.8231 0.4585 -0.4631  0.051
C3 2.1604 2.2515 -0.6204  -0.156
H7 3.2083 2.0334 -0.8960  0.083
H8 1.5620 2.3110 -1.5408  0.066
H9 2.1335 3.2443 -0.1329  0.088
H10 3.3411 0.3365 1.0323  0.077
C4 2.4045 0.8281 1.3598  -0.154
H11 2.6700 1.6787 2.0132  0.091
H12 1.8146 0.1192 1.9554  0.035
C5 -2.2148 -1.8016 -1.2957  -0.475
H13 -2.9534 -1.0967 -1.7384  0.126
C6 -2.7620 -2.1430 0.0936  -0.060
H14 -2.3278 -1.5275 0.8912  0.031
H15 -3.8541 -2.0188 0.0908  0.086
H16 -2.5393 -3.1907 0.3228  0.082
C7 -2.1887 -3.0217 -2.2068  -0.060
H17 -3.1085 -3.5921 -2.0480  0.084
H18 -2.1617 -2.7295 -3.2596  0.066
H19 -1.3244 -3.6573 -1.9859  0.091
H20 3.3667 -1.0094 -4.2173  0.087
C8 2.3391 -1.0077 -3.8410  -0.060
H21 1.9693 -2.0401 -3.8426  0.086
H22 1.7455 -0.4000 -4.5250  0.055
C9 2.3208 -0.3991 -2.4512  -0.455
H23 2.5973 0.6632 -2.5719  0.105
C10 3.4172 -0.9966 -1.5527  -0.054
H24 3.0480 -1.2689 -0.5559  0.066
H25 3.8407 -1.8954 -2.0197  0.071
H26 4.2340 -0.2730 -1.4304  0.072
H27 0.2357 -2.1681 -2.5880  0.134
C11 -0.0722 -1.1181 -2.3543  -0.452
C12 -1.1089 1.8339 -3.1889  -0.001
H28 -1.9711 1.5907 -2.5678  0.056
H29 -0.8711 2.8942 -3.3127  0.063
C13 -0.4446 0.8780 -3.8541  -0.166
H30 0.2934 1.1140 -4.6315  0.098
C14 -0.7020 -0.5851 -3.6673  -0.152
H31 -1.7774 -0.8101 -3.6608  0.099
H32 -0.2660 -1.1846 -4.4759  0.105
C15 -1.6303 0.7882 5.2443  -0.196
Si1 -0.2157 -0.2427 4.5822  0.425
C16 1.3453 0.7325 5.0060  -0.190
C17 -0.0947 -1.9228 5.3880  -0.194
C18 -0.4479 -0.4110 2.7596  -0.132
C19 -0.4367 -0.3831 1.5046  -0.182
H33 -1.5978 0.8256 6.3451  0.034
H34 -2.6051 0.3874 4.9364  0.031
H35 -1.5587 1.8170 4.8649  0.033
H36 1.4407 0.8223 6.0982  0.034
H37 2.2606 0.2535 4.6335  0.028
H38 1.3083 1.7485 4.5929  0.030
H39 -0.9394 -2.5729 5.1238  0.032
H40 0.8264 -2.4455 5.0921  0.035
H41 -0.0805 -1.8043 6.4817  0.033